C10H15NO | the ωB97M-V functional and the def2-TZVPD basis

```
27
Properties=species:S:1:pos:R:3
C -0.892 3.205 -0.590
C -0.859 1.884 -1.190
C -0.791 0.756 -0.330
C -1.122 -0.560 -0.772
C -1.706 -0.729 -2.063
C -1.783 0.422 -2.852
C -1.267 1.659 -2.462
H -1.979 3.651 -0.577
H -0.314 4.038 -1.052
H -0.854 3.315 0.457
H -0.673 1.046 0.752
H -1.013 -1.285 -0.089
H -1.799 -1.612 -2.607
H -2.061 0.404 -3.877
H -1.595 2.466 -3.118
C 3.139 -1.713 1.090
C 1.906 -1.160 1.885
C 0.637 -1.935 1.622
N -0.506 -1.565 2.367
O 0.792 -2.976 0.941
H 3.166 -2.699 0.940
H 3.934 -1.134 1.627
H 3.277 -1.128 0.112
H 2.209 -1.093 2.824
H 1.758 -0.123 1.542
H -1.237 -2.347 2.391
H -0.364 -0.787 3.029
```

Results
Energy relative to the best compared isomer or geometry (same formula, charge and spin) in kJ/mol: 264.6
Structure (SMILES): Cc1ccccc1.CCC(N)=O
HOMO-LUMO gap in eV: 9.61
Strongest force on any atom in eV Å⁻¹: 7.28